1.
The following is a quantum chemistry calculation of C4H6N2 in the gas phase, from the Open Molecules 2025 dataset.

XYZ file:
```
12
Properties=species:S:1:pos:R:3:forces:R:3:lowdin_charge:R:1
H -1.7012 -1.5373 -0.1138 -2.7015 -0.9143 0.1677 0.065
N -2.2071 -0.6439 -0.3222 2.4423 -0.8793 0.2397 0.153
C -1.0333 -0.1761 -0.3096 1.9528 -0.8175 0.1711 -0.320
C -0.2688 1.0410 -0.7056 0.0740 0.6206 -0.0199 -0.136
N 1.0448 0.4221 -0.4132 0.4667 0.5188 -0.1204 -0.066
C 1.0785 0.0364 0.9970 -0.0865 0.2509 0.1314 -0.136
C 0.4573 -0.8755 0.0047 -1.1436 0.5545 -0.4214 -0.150
H -0.3786 1.2076 -1.7820 0.0541 0.0858 0.1420 0.124
H -0.4781 1.9602 -0.1597 0.0577 0.0999 -0.0223 0.117
H 0.4265 0.5327 1.7152 0.0822 0.0706 -0.1694 0.110
H 2.0880 -0.1478 1.3654 -0.3010 -0.1619 -0.1571 0.106
H 0.9721 -1.8192 -0.2761 -0.8972 0.5719 0.0586 0.132
```
Forces are in eV/Å.

Results
structure (SMILES)	[H]/N=C1/CN2C[C@@H]12
ΔE to the lowest compared entry with this formula, charge and spin	87.0	kcal per mole
2S+1	1
charge	0
gap between HOMO and LUMO	10.82	eV
HOMO energy	-9.755	eV

2.
The following is a quantum chemistry calculation of a molecular structure, C6H9O4PPt, from the Open Molecules 2025 dataset.

XYZ file:
```
21
Properties=species:S:1:pos:R:3:forces:R:3:lowdin_charge:R:1
O 0.1803 2.2284 -4.9830 -0.0185 -3.3073 5.1392 0.242
C 0.1781 1.5979 -3.9964 0.0093 5.9852 -8.5145 -0.209
Pt 0.1837 0.4205 -2.5662 -0.0019 1.5299 4.3085 1.382
C 1.8484 -0.4594 -2.5466 5.2354 -5.2690 -0.0572 -0.195
C -1.4811 -0.4464 -2.5356 -7.1304 -6.6481 -0.2064 -0.185
O 2.7763 -1.1359 -2.6003 -3.0869 2.7764 0.1521 0.270
O -2.4301 -1.1382 -2.5907 5.0049 4.1798 0.2703 0.245
C 1.3849 -0.5570 2.2127 0.2822 -0.3629 -0.5785 -0.137
P -0.0166 -0.3194 1.1130 -0.5982 2.0421 4.2277 0.567
C -1.5010 -0.9157 1.9350 -0.1036 -0.3771 -0.6266 -0.136
C -0.2203 1.4679 0.9055 -0.0077 -0.0089 0.1855 -0.166
O 0.2147 -1.0749 -0.1603 0.2953 -0.2453 -3.5852 -0.336
H 1.3367 -0.1189 3.2199 -0.2793 -0.0749 -0.4542 0.092
H 2.2597 -0.1883 1.6705 0.0708 0.1199 0.2120 0.067
H 1.5060 -1.6412 2.2598 0.0663 -0.0267 0.3168 0.074
H -1.7502 -0.5019 2.9240 0.3866 0.0142 -0.4316 0.093
H -2.3240 -0.7581 1.2318 -0.1232 0.0843 0.2048 0.064
H -1.3638 -1.9963 1.9891 -0.1071 -0.0945 0.2813 0.073
H 0.6604 1.8575 0.4147 0.4702 0.2563 -0.0208 0.045
H -1.0590 1.6435 0.2454 -0.5078 0.1505 -0.1014 0.041
H -0.3832 2.0360 1.8576 0.1434 -0.7239 -0.7216 0.106
```
Forces are in eV/Å.

Results
2S+1	3
charge	+2
gap between HOMO and LUMO (spin up / spin down)	8.32 / 4.32	eV
HOMO energy (spin up / spin down)	-18.672 / -18.300	eV

3.
The following is a quantum chemistry calculation of a molecular structure, C39H34FLiN2O3P2, from the Open Molecules 2025 dataset.

XYZ file:
```
82
Properties=species:S:1:pos:R:3:forces:R:3:lowdin_charge:R:1
Li 0.4992 0.0904 -0.0562 0.0661 -0.1197 -0.2000 0.479
C 2.3718 -4.2861 -5.3413 -0.0205 -0.0182 0.1385 -0.041
C 1.5719 -5.0533 -4.2887 0.0780 -0.0713 -0.2566 -0.304
C 0.4223 -5.8014 -4.9517 -0.0211 -0.0299 0.2053 -0.150
C -0.4142 -6.5253 -3.9068 0.0395 0.1267 -0.0887 -0.128
C -0.9504 -5.5129 -2.9334 -0.0411 -0.1511 -0.0871 -0.141
C -2.1727 -5.6878 -2.3254 0.0077 0.0449 0.0191 0.049
C -2.6543 -4.7301 -1.4386 0.1166 0.1048 -0.0029 -0.259
F -3.8555 -4.9370 -0.8623 -0.0292 -0.0198 -0.0036 0.060
C -1.9449 -3.6013 -1.1496 -0.0778 0.0261 0.0369 0.073
C -0.6980 -3.4051 -1.7559 0.0014 -0.0899 -0.0673 -0.039
C 0.0596 -2.1951 -1.4134 0.1945 -0.0379 -0.2185 -0.299
O -0.4616 -1.3226 -0.6946 -0.3480 -0.1989 0.1398 -0.074
C 1.3856 -2.1450 -1.9513 0.0953 0.2555 0.2855 -0.016
C 1.7897 -3.1015 -2.8280 -0.0512 -0.0569 -0.0439 0.026
N 1.0430 -4.1443 -3.2490 0.0618 0.0601 0.0547 0.025
C -0.1946 -4.3558 -2.6580 -0.2397 0.0972 0.1894 -0.074
C 2.4180 -1.0612 -1.5930 -0.0069 -0.1007 -0.0987 -0.634
O 3.5348 -1.1805 -2.0982 -0.0532 0.0154 0.0414 0.006
O 2.0118 -0.1595 -0.8042 0.6881 0.0488 -0.2555 -0.125
H 2.5105 -4.9204 -6.2161 0.0266 -0.0214 0.0120 0.083
H 3.3561 -3.9887 -4.9859 -0.0065 0.0364 -0.0243 0.079
H 1.8269 -3.3915 -5.6455 0.0102 -0.0024 -0.0389 0.099
H 2.2244 -5.7829 -3.7964 -0.0181 -0.0107 -0.0018 0.156
H 0.8331 -6.5029 -5.6773 0.0382 0.0243 -0.0081 0.121
H -0.2032 -5.0833 -5.4899 0.0102 -0.0151 -0.0556 0.136
H 0.2085 -7.2589 -3.3853 -0.0118 -0.0184 0.0011 0.128
H -1.2364 -7.0687 -4.3729 -0.0085 -0.0140 0.0301 0.119
H -2.7702 -6.5666 -2.5325 0.0104 -0.0087 -0.0054 0.130
H -2.3153 -2.8430 -0.4720 -0.0281 -0.0161 -0.0030 0.127
H 2.7951 -3.0048 -3.2147 -0.0331 -0.0014 -0.0442 0.132
C 0.5666 3.0374 1.6410 -0.0934 0.0656 -0.0055 -0.167
N -0.5723 2.0994 1.5850 0.1585 -0.4313 -0.2625 -0.520
P -0.5660 0.5919 2.4233 0.0475 0.4060 0.8911 1.020
C -0.7058 1.0795 4.2004 -0.2786 -0.2564 -0.1475 -0.327
C -1.7156 0.3959 4.8817 0.0188 0.0316 -0.0640 -0.116
C -1.9138 0.5653 6.2446 0.0132 0.0171 0.0370 -0.087
C -1.0965 1.4294 6.9546 -0.0655 -0.0257 0.0030 -0.089
C -0.0994 2.1293 6.2902 0.0458 0.0464 0.0050 -0.082
C 0.0959 1.9574 4.9290 0.0324 0.0250 0.0142 -0.090
C 1.1378 -0.1068 2.4290 -0.2157 -0.0839 -0.1843 -0.376
C 1.1666 -1.4680 2.1091 -0.0324 0.0216 0.0531 -0.133
C 2.3613 -2.1696 2.0698 0.1105 -0.0595 0.0346 -0.068
C 3.5514 -1.5155 2.3400 -0.0842 -0.0420 -0.0507 -0.062
C 3.5359 -0.1712 2.6851 0.0330 0.0793 0.0322 -0.062
C 2.3421 0.5276 2.7399 0.1238 -0.0182 0.0068 -0.088
P -1.0793 2.0651 -0.1003 -0.4985 0.4812 -0.0199 1.006
C -1.9075 3.7137 -0.1546 0.1410 -0.0926 -0.0149 -0.374
C -2.9573 3.9881 0.7192 0.0353 0.0182 0.0079 -0.082
C -3.5788 5.2238 0.6943 -0.0393 -0.0121 0.0463 -0.077
C -3.1560 6.1988 -0.2025 -0.0092 -0.0039 -0.0507 -0.087
C -2.1110 5.9336 -1.0718 -0.0046 0.0432 -0.0288 -0.086
C -1.4884 4.6913 -1.0482 0.0616 -0.1313 -0.0228 -0.104
C -2.5929 1.0497 -0.3381 -0.0807 -0.0781 -0.0599 -0.383
C -3.3456 0.2603 0.5238 0.0191 0.1758 -0.0170 -0.107
C -4.4277 -0.4677 0.0434 -0.0320 -0.0462 0.0354 -0.087
C -4.7874 -0.4033 -1.2910 -0.0186 -0.0359 -0.0539 -0.089
C -4.0628 0.4043 -2.1575 -0.0265 -0.0237 0.0077 -0.078
C -2.9725 1.1092 -1.6843 0.1074 0.0099 0.0537 -0.117
H 0.7213 3.3894 2.6569 -0.0300 -0.0067 0.0314 0.066
H 0.3335 3.9098 1.0275 0.0294 0.0467 0.0934 0.065
H 1.4899 2.5969 1.2549 -0.0203 0.0065 -0.0048 0.076
H -2.3502 -0.2871 4.3281 -0.0063 -0.0036 0.0247 0.088
H -2.7037 0.0220 6.7473 0.0147 -0.0089 0.0025 0.103
H -1.2344 1.5573 8.0205 -0.0028 0.0201 -0.0050 0.102
H 0.5408 2.8090 6.8385 -0.0066 0.0026 -0.0044 0.104
H 0.8900 2.5142 4.4557 0.0584 -0.0464 -0.0203 0.077
H 0.2335 -1.9793 1.8994 0.0187 0.0212 -0.0868 0.095
H 2.3637 -3.2239 1.8241 -0.0139 0.0145 -0.0327 0.109
H 4.4908 -2.0490 2.2791 0.0025 0.0035 0.0175 0.108
H 4.4649 0.3346 2.9151 -0.0133 0.0165 -0.0198 0.108
H 2.3652 1.5661 3.0360 -0.0205 0.0187 -0.0201 0.086
H -3.2807 3.2250 1.4170 -0.0287 0.0141 0.0191 0.107
H -4.3985 5.4286 1.3713 0.0051 0.0040 -0.0022 0.104
H -3.6511 7.1611 -0.2293 0.0186 0.0078 0.0251 0.102
H -1.7766 6.6922 -1.7679 -0.0091 -0.0121 -0.0052 0.102
H -0.6726 4.4759 -1.7294 0.0096 0.0235 0.0100 0.104
H -3.0973 0.2032 1.5694 0.0764 -0.0536 0.1021 0.053
H -4.9883 -1.1011 0.7200 0.0005 0.0430 0.0253 0.104
H -5.6245 -0.9827 -1.6591 -0.0041 0.0108 0.0128 0.102
H -4.3427 0.4720 -3.2008 0.0291 0.0061 -0.0060 0.104
H -2.3918 1.7229 -2.3672 -0.0260 -0.0460 -0.0520 0.102
```
Forces are in eV/Å.

Results
2S+1	1
charge	0
gap between HOMO and LUMO	8.44	eV
HOMO energy	-8.121	eV

4.
The following is a quantum chemistry calculation of FH11Si6 in the gas phase, from the Open Molecules 2025 dataset.

XYZ file:
```
18
Properties=species:S:1:pos:R:3:forces:R:3:lowdin_charge:R:1
F -0.3905 0.8719 2.2551 0.0885 -0.3301 0.4543 -0.365
Si 0.0532 1.9438 1.1129 0.0205 -1.5980 -0.1292 0.276
Si -1.8528 1.4842 -0.3584 0.7311 0.2167 0.4528 0.322
Si -1.7909 -0.6611 -1.3433 -1.7065 -0.4974 -2.2859 0.187
Si -0.2456 -2.1372 -0.5237 0.3911 -0.1767 1.8954 0.193
Si 1.7277 -1.3935 0.6230 2.1188 0.6738 0.7510 0.256
Si 2.2289 1.0596 0.3507 -2.3658 -1.8831 2.0973 0.367
H -0.0227 3.1810 1.8520 0.0097 0.9005 0.0025 -0.102
H -1.4832 2.2476 -1.5234 -0.0040 0.5194 -0.8146 -0.147
H -3.1591 2.0390 0.1030 0.2322 -0.2880 0.1314 -0.111
H -1.5354 -0.3361 -2.8724 0.0479 -0.2039 1.4138 -0.089
H -3.1577 -1.5681 -1.5744 1.6204 1.2383 0.7225 -0.062
H -0.9459 -2.6158 0.7621 0.2800 0.0051 -0.8378 -0.083
H 0.0706 -3.2497 -1.4029 -0.0364 -0.3723 -0.3321 -0.133
H 1.5740 -1.7198 2.1407 -0.1484 0.4202 -1.1780 -0.097
H 3.2693 -1.9544 0.4406 -2.0551 0.3509 -0.2734 -0.089
H 3.5366 1.2956 0.8978 0.5684 0.4681 0.5022 -0.140
H 2.1235 1.5131 -0.9394 0.2074 0.5565 -2.5720 -0.183
```
Forces are in eV/Å.

Results
structure (SMILES)	F[SiH]1[SiH2][SiH2][SiH2][SiH2][SiH2]1
ΔE to the lowest compared entry with this formula, charge and spin	0.0	kcal per mole
2S+1	1
charge	0
gap between HOMO and LUMO	9.06	eV
HOMO energy	-9.087	eV

Maximum force, respectively: 2.86; 10.41; 0.98; 3.68 eV/Å.